Entry from OMol25: an isolated molecule of C4H6N2O2 (ωB97M-V/def2-TZVPD).

Calculated values
Orbital gap, hartree: 0.36688
Energy relative to the best compared isomer or geometry (same formula, charge and spin), kcal/mol: 114.3
SMILES: [H]/N=C1\NOC2(CC2)O1

Structure (ORCA input):
```
! wB97M-V def2-TZVPD RIJCOSX def2/J DEFGRID3
* xyz 0 1
C -1.692 -0.329 -0.110
C 0.526 0.015 -0.038
C 1.578 -0.412 0.824
C 1.865 -0.181 -0.654
H -3.458 0.070 0.305
H -1.912 1.858 -0.261
H 2.175 0.154 1.647
H 1.250 -1.506 0.934
H 2.187 -1.125 -1.230
H 2.305 0.852 -0.983
N -2.873 -0.743 -0.016
N -1.371 1.046 0.196
O -0.030 1.192 -0.221
O -0.550 -0.893 -0.391
*
```

Need the natural (NBO) charges? In units of e they are: number 1, C, carries 0.66; number 2, C, carries 0.48; number 3, C, carries -0.48; number 4, C, carries -0.45; number 5, H, carries 0.35; number 6, H, carries 0.39; number 7, H, carries 0.25; number 8, H, carries 0.25; number 9, H, carries 0.24; number 10, H, carries 0.24; number 11, N, carries -0.71; number 12, N, carries -0.39; number 13, O, carries -0.37; number 14, O, carries -0.47

---

Entry from OMol25: an isolated molecule of C4H6N2O2 (ωB97M-V/def2-TZVPD).

Calculated values
Orbital gap, hartree: 0.33105
Energy relative to the best compared isomer or geometry (same formula, charge and spin), kcal/mol: 56.4
SMILES: OCc1cn[nH]c1O

Structure (ORCA input):
```
! wB97M-V def2-TZVPD RIJCOSX def2/J DEFGRID3
* xyz 0 1
C -1.221 -0.388 -0.968
C -0.433 0.111 0.230
C -0.586 0.675 1.537
C 0.952 -0.136 0.263
H -0.266 0.734 -2.230
H -1.580 -1.451 -0.838
H -2.016 0.309 -1.127
H -1.527 1.015 1.828
H 2.442 0.213 1.616
H 1.131 -1.060 -1.343
N 0.439 0.613 2.287
N 1.403 0.187 1.474
O -0.451 -0.200 -2.054
O 1.713 -0.619 -0.674
*
```

Need the natural (NBO) charges? In units of e they are: number 1, C, carries -0.07; number 2, C, carries -0.30; number 3, C, carries -0.01; number 4, C, carries 0.46; number 5, H, carries 0.49; number 6, H, carries 0.19; number 7, H, carries 0.17; number 8, H, carries 0.19; number 9, H, carries 0.41; number 10, H, carries 0.52; number 11, N, carries -0.28; number 12, N, carries -0.37; number 13, O, carries -0.73; number 14, O, carries -0.67

---

Entry from OMol25: an isolated molecule of C4H6N2O2 (ωB97M-V/def2-TZVPD).

Calculated values
Orbital gap, hartree: 0.36694
Energy relative to the best compared isomer or geometry (same formula, charge and spin), kcal/mol: 36.6
SMILES: O=C(O)[C@H]1C=NCN1

Structure (ORCA input):
```
! wB97M-V def2-TZVPD RIJCOSX def2/J DEFGRID3
* xyz 0 1
C -1.205 0.353 0.749
C -0.289 -1.775 -0.406
C 0.787 1.352 0.683
C -0.613 -0.139 -0.523
N -0.456 1.104 1.419
N 0.671 0.659 -0.609
O 1.004 -2.064 -0.512
O -1.195 -2.517 -0.267
H -2.119 0.014 1.227
H 0.947 2.463 0.534
H 1.435 0.732 1.371
H -1.366 -0.091 -1.427
H 0.967 1.133 -1.471
H 1.433 -1.223 -0.768
*
```

Need the natural (NBO) charges? In units of e they are: number 1, C, carries 0.07; number 2, C, carries 0.79; number 3, C, carries -0.10; number 4, C, carries -0.23; number 5, N, carries -0.37; number 6, N, carries -0.71; number 7, O, carries -0.67; number 8, O, carries -0.57; number 9, H, carries 0.22; number 10, H, carries 0.21; number 11, H, carries 0.20; number 12, H, carries 0.24; number 13, H, carries 0.41; number 14, H, carries 0.51

---

Entry from OMol25: an isolated molecule of C4H6N2O2 (ωB97M-V/def2-TZVPD).

Calculated values
Orbital gap, hartree: 0.36687
Energy relative to the best compared isomer or geometry (same formula, charge and spin), kcal/mol: 121.0
SMILES: [H]/N=C(/C(=O)O)N1CC1

Structure (ORCA input):
```
! wB97M-V def2-TZVPD RIJCOSX def2/J DEFGRID3
* xyz 0 1
C -0.257 0.953 -0.766
C -0.715 -0.359 -0.078
C 0.872 -0.554 1.877
C 1.928 -0.989 0.676
H -1.912 1.039 -1.740
H -2.341 -1.331 0.445
H 0.846 0.581 2.150
H 0.798 -1.087 2.835
H 2.494 -0.388 0.057
H 2.526 -1.871 1.062
N -2.092 -0.412 -0.005
N 0.406 -1.415 0.508
O -1.111 1.428 -1.612
O 0.915 1.264 -0.712
*
```

Need the natural (NBO) charges? In units of e they are: number 1, C, carries 0.72; number 2, C, carries 0.34; number 3, C, carries -0.29; number 4, C, carries -0.21; number 5, H, carries 0.52; number 6, H, carries 0.36; number 7, H, carries 0.23; number 8, H, carries 0.21; number 9, H, carries 0.23; number 10, H, carries 0.20; number 11, N, carries -0.65; number 12, N, carries -0.43; number 13, O, carries -0.64; number 14, O, carries -0.57

---

Entry from OMol25: C4H6N2O2 as an isolated structure (ωB97M-V/def2-TZVPD).

Calculated values
Orbital gap, hartree: 0.32574
Energy relative to the best compared isomer or geometry (same formula, charge and spin), kcal/mol: 159.3

Structure (ORCA input):
```
! wB97M-V def2-TZVPD RIJCOSX def2/J DEFGRID3
* xyz 0 1
C 0.204 1.840 0.644
C 0.021 0.640 -0.297
C 0.502 -1.446 0.225
C -1.329 -0.182 0.012
H 0.913 2.697 -0.157
H -0.939 2.236 0.856
H 0.836 1.462 1.897
H -0.046 1.059 -1.361
H 2.201 0.128 -1.444
H 1.269 -2.177 0.373
N 0.990 -0.228 0.009
N -0.866 -1.493 0.473
O 2.196 -0.063 -0.363
O -2.381 0.255 -0.517
*
```

Need the natural (NBO) charges? In units of e they are: number 1, C, carries -0.62; number 2, C, carries -0.24; number 3, C, carries 0.30; number 4, C, carries 0.67; number 5, H, carries 0.22; number 6, H, carries 0.25; number 7, H, carries 0.24; number 8, H, carries 0.23; number 9, H, carries 0.45; number 10, H, carries 0.21; number 11, N, carries -0.10; number 12, N, carries -0.56; number 13, O, carries -0.50; number 14, O, carries -0.55

---

Entry from OMol25: an isolated molecule of C4H6N2O2 (ωB97M-V/def2-TZVPD).

Calculated values
Orbital gap, hartree: 0.33258
Energy relative to the best compared isomer or geometry (same formula, charge and spin), kcal/mol: 112.5
SMILES: O=C/C(=N\O)[C@H]1CN1

Structure (ORCA input):
```
! wB97M-V def2-TZVPD RIJCOSX def2/J DEFGRID3
* xyz 0 1
C 0.709 -0.026 -0.197
C 1.355 1.339 0.049
C -0.796 0.224 -0.107
C -1.912 -0.711 -0.429
H 2.898 -1.894 0.416
H 2.494 1.348 -0.059
H -0.995 1.276 -0.357
H -1.616 -1.795 -0.540
H -2.771 -0.294 -1.053
H -2.324 0.553 1.082
N 1.282 -1.166 0.106
N -1.730 -0.220 0.892
O 2.671 -1.001 0.141
O 0.735 2.366 0.055
*
```

Need the natural (NBO) charges? In units of e they are: number 1, C, carries 0.06; number 2, C, carries 0.39; number 3, C, carries -0.15; number 4, C, carries -0.25; number 5, H, carries 0.48; number 6, H, carries 0.14; number 7, H, carries 0.23; number 8, H, carries 0.21; number 9, H, carries 0.20; number 10, H, carries 0.35; number 11, N, carries -0.05; number 12, N, carries -0.57; number 13, O, carries -0.55; number 14, O, carries -0.50

---

Entry from OMol25: an isolated molecule of C4H6N2O2 (ωB97M-V/def2-TZVPD).

Calculated values
Orbital gap, hartree: 0.35735
Energy relative to the best compared isomer or geometry (same formula, charge and spin), kcal/mol: 98.3
SMILES: Cn1c(=O)ccn1O

Structure (ORCA input):
```
! wB97M-V def2-TZVPD RIJCOSX def2/J DEFGRID3
* xyz 0 1
C -0.716 -0.176 1.953
C 0.534 -0.646 -1.421
C 1.446 0.244 -1.017
C 0.843 0.778 0.270
H 0.024 -0.749 2.691
H -1.747 -0.352 2.119
H -0.412 0.818 2.382
H -1.839 -0.138 -1.683
H 0.616 -1.138 -2.406
H 2.255 0.532 -1.645
N -0.388 0.105 0.509
N -0.478 -0.992 -0.503
O -1.777 -0.928 -1.068
O 1.091 1.683 1.042
*
```

Need the natural (NBO) charges? In units of e they are: number 1, C, carries -0.45; number 2, C, carries 0.00; number 3, C, carries -0.35; number 4, C, carries 0.63; number 5, H, carries 0.21; number 6, H, carries 0.22; number 7, H, carries 0.25; number 8, H, carries 0.45; number 9, H, carries 0.23; number 10, H, carries 0.25; number 11, N, carries -0.31; number 12, N, carries 0.01; number 13, O, carries -0.55; number 14, O, carries -0.58

---

Entry from OMol25: a 3-piece molecular cluster, C4H6N2O2 overall (ωB97M-V/def2-TZVPD).

Calculated values
Orbital gap, hartree: 0.28459
Energy relative to the best compared isomer or geometry (same formula, charge and spin), kcal/mol: 289.0

Structure (ORCA input):
```
! wB97M-V def2-TZVPD RIJCOSX def2/J DEFGRID3
* xyz 0 1
C -0.254 -0.352 0.798
C 0.184 -0.444 -1.389
C 0.142 0.995 -1.422
C 0.548 0.142 -0.266
H 0.305 1.392 3.127
H -2.389 -1.556 0.999
H 1.042 -1.056 -1.949
H 1.039 1.421 -1.814
H -0.861 1.330 -1.269
H 1.603 0.205 -0.010
N -0.065 -0.209 1.929
N -1.110 -1.305 0.281
O 1.022 0.488 2.160
O -1.205 -1.050 -1.177
*
```

Need the natural (NBO) charges? In units of e they are: number 1, C, carries 0.31; number 2, C, carries 0.09; number 3, C, carries -0.42; number 4, C, carries -0.35; number 5, H, carries 0.41; number 6, H, carries 0.38; number 7, H, carries 0.21; number 8, H, carries 0.24; number 9, H, carries 0.25; number 10, H, carries 0.25; number 11, N, carries -0.21; number 12, N, carries -0.30; number 13, O, carries -0.48; number 14, O, carries -0.38

---

> What is the energy relative to the best compared isomer or geometry (same formula, charge and spin) in the fifth record?

159.3 kcal/mol

---

> Which of these has the lowest energy relative to the best compared isomer or geometry (same formula, charge and spin)?

number 3

---

> energy relative to the best compared isomer or geometry (same formula, charge and spin) of number 6 (C4H6N2O2)?

112.5 kcal/mol